Formula: C36H99N9O9
Source: OMol25
Level of theory: ωB97M-V/def2-TZVPD

Last column: Mulliken charge in e.
Geometry (Å):
C: -5.777 3.105 -26.840  -0.951
C: -5.086 1.722 -26.415  0.389
C: -6.153 0.632 -26.568  -0.629
O: -5.842 -0.482 -25.752  -0.427
C: -6.684 -1.638 -25.961  -0.832
N: -3.910 1.634 -27.303  -0.777
H: -6.109 3.051 -27.877  0.426
H: -5.062 3.921 -26.743  0.413
H: -6.668 3.326 -26.252  -0.093
H: -4.836 1.596 -25.361  0.172
H: -6.177 0.310 -27.609  0.583
H: -7.205 0.887 -26.442  0.176
H: -6.275 -2.202 -26.800  0.341
H: -7.750 -1.449 -26.087  0.312
H: -6.390 -2.357 -25.197  0.278
H: -4.280 1.591 -28.242  0.291
H: -3.461 0.730 -27.261  0.272
C: -5.978 -0.929 -21.629  -1.402
C: -7.264 -0.232 -21.956  0.221
C: -7.959 0.377 -20.647  -0.748
O: -9.256 0.765 -20.907  -0.204
C: -9.994 1.437 -19.848  -0.683
N: -6.905 0.892 -22.887  0.236
H: -5.199 -0.200 -21.409  0.288
H: -5.637 -1.616 -22.404  0.293
H: -6.132 -1.547 -20.744  0.417
H: -7.845 -0.816 -22.670  0.600
H: -7.367 1.197 -20.241  0.242
H: -7.954 -0.350 -19.834  0.430
H: -9.794 2.504 -19.749  0.283
H: -9.690 0.932 -18.931  0.415
H: -11.050 1.615 -20.051  0.048
H: -7.405 1.750 -22.707  -0.207
H: -6.884 0.564 -23.842  0.034
C: -12.610 3.475 -29.074  -1.464
C: -13.533 4.543 -28.579  0.752
C: -12.821 5.161 -27.350  -1.304
O: -12.642 4.316 -26.199  -0.317
C: -13.489 4.624 -25.092  -1.022
N: -13.852 5.591 -29.543  -0.675
H: -11.760 3.915 -29.597  0.386
H: -13.030 2.978 -29.948  0.454
H: -12.388 2.747 -28.295  0.210
H: -14.392 4.008 -28.173  0.241
H: -13.072 6.183 -27.067  0.773
H: -11.815 5.382 -27.708  0.213
H: -14.469 4.165 -24.962  0.286
H: -13.954 5.595 -25.264  0.406
H: -12.832 4.832 -24.247  0.289
H: -14.279 5.205 -30.373  0.266
H: -14.448 6.317 -29.172  0.206
C: -4.765 6.839 -31.906  -1.481
C: -3.902 7.476 -30.877  0.531
C: -4.259 7.000 -29.414  -0.700
O: -5.493 7.588 -28.980  -0.273
C: -6.089 7.137 -27.771  -0.219
N: -2.496 7.322 -31.183  -0.663
H: -5.855 6.860 -31.871  0.328
H: -4.546 5.772 -31.881  0.392
H: -4.388 7.083 -32.899  0.415
H: -4.103 8.540 -30.746  0.189
H: -3.469 6.958 -28.664  0.376
H: -4.363 5.918 -29.498  0.248
H: -6.970 7.667 -27.410  -0.428
H: -5.459 7.113 -26.882  0.424
H: -6.610 6.204 -27.987  0.319
H: -2.378 6.458 -31.694  0.276
H: -1.963 7.256 -30.328  0.264
C: -14.219 5.339 -20.821  -1.467
C: -13.158 4.690 -19.852  0.071
C: -13.772 3.540 -19.185  -0.236
O: -12.900 3.208 -18.065  -0.418
C: -13.420 2.176 -17.209  -0.828
N: -12.116 4.281 -20.769  -0.246
H: -13.905 6.096 -21.539  0.385
H: -15.099 5.707 -20.295  0.429
H: -14.693 4.586 -21.451  0.236
H: -12.631 5.372 -19.185  0.474
H: -13.823 2.647 -19.807  0.019
H: -14.799 3.782 -18.912  0.570
H: -13.164 2.332 -16.161  0.277
H: -13.154 1.174 -17.548  0.264
H: -14.500 2.278 -17.315  0.359
H: -11.408 3.827 -20.209  0.058
H: -12.538 3.661 -21.446  0.024
C: -16.460 0.994 -23.665  -1.244
C: -15.586 1.109 -22.394  -0.045
C: -14.135 1.336 -22.902  1.069
O: -13.532 0.108 -23.428  -0.517
C: -12.210 0.241 -23.828  -0.166
N: -16.068 2.154 -21.520  -0.504
H: -16.096 1.639 -24.465  0.214
H: -17.523 1.081 -23.438  0.472
H: -16.332 -0.042 -23.978  0.322
H: -15.721 0.242 -21.747  0.318
H: -13.582 1.596 -22.000  -0.267
H: -14.104 2.138 -23.640  -0.337
H: -12.113 1.081 -24.516  -0.045
H: -11.613 -0.587 -24.211  0.377
H: -11.599 0.412 -22.942  0.095
H: -15.850 2.012 -20.544  0.171
H: -17.077 2.164 -21.566  0.224
C: -9.184 4.985 -26.215  -1.687
C: -9.437 3.629 -25.545  2.318
C: -9.563 3.691 -24.037  -0.182
O: -8.382 4.123 -23.374  -0.278
C: -8.451 4.503 -22.022  0.166
N: -10.497 2.848 -26.208  -0.610
H: -9.051 5.114 -27.289  0.424
H: -8.367 5.443 -25.657  0.411
H: -10.039 5.633 -26.019  0.333
H: -8.609 2.958 -25.777  -1.546
H: -9.706 2.672 -23.676  0.303
H: -10.390 4.321 -23.707  0.136
H: -9.501 4.598 -21.744  -0.066
H: -8.019 5.499 -21.922  0.186
H: -8.117 3.674 -21.398  -0.231
H: -11.374 3.344 -26.279  0.550
H: -10.791 2.130 -25.562  0.014
C: -9.521 8.856 -26.623  -1.588
C: -9.706 10.291 -27.058  0.468
C: -8.919 10.760 -28.334  -0.741
O: -7.540 10.931 -28.113  -0.325
C: -6.785 11.702 -29.132  -0.736
N: -11.102 10.461 -27.104  -0.637
H: -9.520 8.133 -27.439  0.419
H: -10.107 8.519 -25.768  0.445
H: -8.478 8.803 -26.311  0.361
H: -9.399 10.884 -26.196  0.335
H: -9.377 11.710 -28.612  0.379
H: -9.159 10.104 -29.170  0.311
H: -5.729 11.752 -28.866  0.230
H: -7.141 12.726 -29.021  0.339
H: -6.955 11.151 -30.057  0.301
H: -11.501 9.870 -27.818  0.190
H: -11.450 11.407 -27.169  0.240
C: -4.708 3.537 -21.446  -1.180
C: -4.115 3.129 -20.084  0.191
C: -4.422 4.261 -18.968  -0.900
O: -5.775 4.418 -18.681  -0.404
C: -6.105 5.632 -18.097  -0.813
N: -4.926 2.036 -19.773  -0.780
H: -4.185 4.380 -21.897  0.494
H: -5.730 3.913 -21.417  0.106
H: -4.589 2.713 -22.150  0.316
H: -3.041 2.982 -20.197  0.342
H: -4.196 5.178 -19.511  0.525
H: -3.728 4.225 -18.128  0.410
H: -6.893 5.522 -17.353  0.260
H: -6.318 6.366 -18.874  0.285
H: -5.205 5.890 -17.537  0.362
H: -5.592 2.549 -19.213  0.465
H: -5.360 1.549 -20.545  0.071

Charge ... 0
Energy relative to the best compared isomer or geometry (same formula, charge and spin) ... 753.78 kJ/mol
Structure (SMILES) ... COC[C@H](C)N.COC[C@H](C)N.COC[C@H](C)N.COC[C@H](C)N.COC[C@H](C)N.COC[C@H](C)N.COC[C@H](C)N.COC[C@H](C)N.COC[C@H](C)N
Calculated total energy ... -70764.497 eV
Gap between HOMO and LUMO ... 8.8844 eV

Formula: C8H11ClNPS
Source: OMol25
Level of theory: ωB97M-V/def2-TZVPD

Last column: Mulliken charge in e.
Geometry (Å):
C: -2.289 -1.255 2.291  -0.414
C: -1.419 -2.075 1.463  -0.597
C: -2.372 0.112 1.948  -0.712
C: -0.841 -1.554 0.296  -0.320
C: -1.709 0.611 0.834  0.089
C: -1.091 -0.205 -0.085  0.133
C: 1.795 0.818 0.268  -0.949
C: 2.406 0.589 -2.095  -0.904
N: 1.500 0.216 -1.015  -0.027
P: -0.153 0.592 -1.412  0.785
S: -0.508 2.455 -1.918  -0.375
Cl: -0.327 -0.592 -3.045  -0.277
H: -2.676 -1.805 3.100  0.415
H: -1.248 -3.084 1.739  0.410
H: -2.786 0.726 2.690  0.392
H: -0.254 -2.225 -0.223  0.434
H: -1.617 1.796 0.603  0.103
H: 0.915 1.072 0.846  0.316
H: 2.323 0.129 0.928  0.325
H: 2.390 1.763 0.307  0.275
H: 1.879 0.394 -3.105  0.272
H: 2.768 1.632 -2.224  0.311
H: 3.317 -0.109 -2.190  0.313

Charge ... 0
Energy relative to the best compared isomer or geometry (same formula, charge and spin) ... 0.00 kJ/mol
Structure (SMILES) ... CN(C)[P@@](=S)(Cl)c1ccccc1
Calculated total energy ... -42611.367 eV
Gap between HOMO and LUMO ... 8.8990 eV

Formula: C2H5ClN2OS
Source: OMol25
Level of theory: ωB97M-V/def2-TZVPD

Last column: Mulliken charge in e.
Geometry (Å):
C: 0.095 0.175 0.057  0.673
C: -0.130 1.734 -0.005  -0.540
H: -0.982 -2.361 0.082  0.364
H: -2.034 -0.033 -0.101  0.300
H: -0.876 2.009 0.832  0.280
H: 0.707 2.447 0.286  0.295
H: 2.989 -1.679 0.842  0.148
N: -1.139 -0.564 0.116  -0.346
N: 1.379 -0.210 -0.004  -0.444
O: -1.192 -1.830 -0.749  -0.397
S: 1.822 -1.880 0.276  -0.177
Cl: -0.638 2.191 -1.633  -0.156

Charge ... 0
Energy relative to the best compared isomer or geometry (same formula, charge and spin) ... 286.87 kJ/mol
Structure (SMILES) ... ON/C(CCl)=N\S
Calculated total energy ... -30537.058 eV
Gap between HOMO and LUMO ... 9.3624 eV

Formula: C9H16N4
Source: OMol25
Level of theory: ωB97M-V/def2-TZVPD

Last column: Mulliken charge in e.
Geometry (Å):
N: 1.983 -0.976 0.344  -0.846
N: 0.934 -1.529 2.383  -0.655
C: 2.031 -1.273 1.594  0.515
C: -0.237 -0.950 1.931  -0.005
N: 3.016 -1.924 2.061  -0.471
N: -1.243 -1.079 2.898  -0.516
C: -0.352 2.088 -2.917  -1.431
C: -1.658 0.178 0.228  -1.034
C: -1.498 1.236 -0.827  -0.924
C: 0.699 0.169 -1.479  -1.486
C: 0.625 -0.746 -0.206  0.496
C: -0.243 -0.092 0.742  0.663
C: -0.640 0.811 -2.007  0.457
H: 2.684 -2.505 2.868  0.287
H: 3.583 -2.323 1.368  0.250
H: -1.945 -0.336 2.869  0.261
H: -0.888 -1.085 3.831  0.303
H: -1.150 2.219 -3.655  0.386
H: -0.024 3.032 -2.368  0.318
H: 0.550 1.831 -3.511  0.378
H: -2.255 0.573 1.059  0.466
H: -2.124 -0.777 -0.067  0.259
H: -2.535 1.480 -1.151  0.295
H: -1.052 2.107 -0.411  0.385
H: 1.286 1.044 -1.283  0.473
H: 1.184 -0.285 -2.322  0.348
H: 0.188 -1.718 -0.530  0.276
H: 0.198 0.843 1.038  0.158
H: -1.117 -0.013 -2.481  0.392

Charge ... 0
Energy relative to the best compared isomer or geometry (same formula, charge and spin) ... 135.84 kJ/mol
Structure (SMILES) ... C[C@@H]1CC[C@H]2C(N)=NC(N)=N[C@@H]2C1
Calculated total energy ... -15551.904 eV
Gap between HOMO and LUMO ... 8.8079 eV

Formula: CCl4
Source: OMol25
Level of theory: ωB97M-V/def2-TZVPD

Last column: Mulliken charge in e.
Geometry (Å):
C: -0.063 0.039 -0.024  0.366
Cl: -0.055 -1.335 -1.239  -0.102
Cl: 1.710 0.299 0.404  -0.115
Cl: -0.904 1.559 -0.553  -0.085
Cl: -0.729 -0.536 1.396  -0.065

Charge ... 0
Energy relative to the best compared isomer or geometry (same formula, charge and spin) ... 36.62 kJ/mol
Structure (SMILES) ... ClC(Cl)(Cl)Cl
Calculated total energy ... -51125.933 eV
Gap between HOMO and LUMO ... 11.1247 eV

Formula: CH22Fe2O14
Source: OMol25
Level of theory: ωB97M-V/def2-TZVPD

Last column: Mulliken charge in e.
Geometry (Å):
Fe: -25.900 -5.056 20.305  0.825
Fe: -26.460 -7.781 16.838  1.147
C: -28.125 -6.828 19.312  0.153
O: -29.341 -6.653 19.396  0.168
O: -27.665 -7.493 18.248  0.009
O: -27.359 -6.328 20.272  -0.394
O: -31.386 -8.777 20.570  -0.578
H: -31.217 -9.703 20.372  0.291
H: -30.741 -8.271 20.067  0.249
O: -29.904 -4.777 17.205  -0.667
H: -30.864 -4.660 17.273  0.380
H: -29.714 -5.386 17.925  0.193
O: -30.281 -8.044 16.636  -0.714
H: -30.525 -7.212 16.208  0.362
H: -29.786 -7.777 17.418  0.238
O: -29.830 -4.044 20.840  -0.642
H: -29.719 -4.919 20.439  0.224
H: -29.499 -4.151 21.736  0.321
O: -28.936 -10.575 18.288  -0.614
H: -29.759 -10.796 18.737  0.314
H: -28.742 -9.674 18.563  0.248
O: -26.473 -4.137 22.049  -0.399
H: -26.897 -3.266 22.067  0.331
H: -26.280 -4.362 22.974  0.309
O: -26.990 -3.732 19.157  -0.386
H: -27.818 -3.259 19.374  0.319
H: -26.767 -3.458 18.256  0.298
O: -27.514 -8.103 22.535  -0.637
H: -28.284 -7.793 23.032  0.363
H: -27.476 -7.535 21.759  0.238
O: -30.161 -6.818 22.497  -0.631
H: -29.772 -6.184 23.110  0.310
H: -29.864 -6.550 21.618  0.170
O: -32.153 -6.007 18.738  -0.641
H: -31.375 -6.450 19.095  0.253
H: -32.467 -5.432 19.446  0.333
O: -27.757 -9.001 15.849  -0.497
H: -28.725 -9.016 16.077  0.409
H: -27.575 -9.778 15.300  0.342

Charge ... +2
Energy relative to the best compared isomer or geometry (same formula, charge and spin) ... 583.54 kJ/mol
Calculated total energy ... -98816.454 eV
Multiplicity ... 9
Gap between HOMO and LUMO (spin up / spin down) ... 5.9392 / 5.5980 eV

Formula: C5H12N2O2
Source: OMol25
Level of theory: ωB97M-V/def2-TZVPD

Last column: Mulliken charge in e.
Geometry (Å):
C: -0.368 0.358 -1.170  -0.983
C: -0.480 1.494 -0.288  -0.780
C: -0.616 -0.965 -0.464  0.462
C: 0.601 1.399 0.788  0.740
C: -0.398 -2.219 -1.319  -1.148
N: 0.285 -1.068 0.688  -0.449
N: 0.213 0.158 1.518  -0.611
O: 0.579 2.392 1.783  -0.537
O: 1.888 1.361 0.308  -0.512
H: -1.071 0.437 -2.075  0.318
H: 0.578 0.430 -1.630  0.469
H: -0.513 2.465 -0.811  0.307
H: -1.396 1.360 0.307  0.301
H: -1.710 -0.876 -0.139  0.237
H: 0.318 -2.008 -2.158  0.337
H: -1.432 -2.608 -1.477  0.311
H: -0.014 -3.180 -0.733  0.272
H: -0.137 -1.840 1.281  0.315
H: 0.914 0.142 2.227  0.281
H: 0.284 1.911 2.504  0.325
H: 2.473 0.855 0.861  0.347

Charge ... 0
Energy relative to the best compared isomer or geometry (same formula, charge and spin) ... 300.75 kJ/mol
Structure (SMILES) ... C[C@@H]1CCC(O)(O)NN1
Calculated total energy ... -12452.865 eV
Gap between HOMO and LUMO ... 9.4794 eV

Formula: C3H4FP
Source: OMol25
Level of theory: ωB97M-V/def2-TZVPD

Last column: Mulliken charge in e.
Geometry (Å):
C: 0.664 -1.034 -0.691  -0.193
C: -0.380 -0.591 -0.170  -0.015
C: -1.231 0.470 0.320  -0.881
F: 2.326 0.961 -0.205  -0.318
P: 1.875 -0.417 0.653  0.128
H: 0.985 -1.582 -1.527  0.412
H: -2.334 0.225 0.237  0.327
H: -0.742 1.425 -0.100  0.265
H: -1.163 0.543 1.482  0.275

Charge ... 0
Energy relative to the best compared isomer or geometry (same formula, charge and spin) ... 198.31 kJ/mol
Calculated total energy ... -15178.706 eV
Gap between HOMO and LUMO (spin up / spin down) ... 7.3986 / 7.3993 eV

Q: Which of these has the lowest energy relative to the best compared isomer or geometry (same formula, charge and spin)?
A: C8H11ClNPS